[1]
{"formula": "C15H22N2O3", "method": "ωB97M-V with the def2-TZVPD basis set", "symbols": ["C", "C", "O", "C", "C", "C", "C", "C", "C", "H", "H", "C", "O", "N", "H", "C", "H", "C", "N", "C", "C", "H", "O", "C", "C", "H", "H", "H", "H", "H", "H", "H", "H", "H", "H", "H", "H", "H", "H", "H", "H", "H"], "xyz": [[3.409, -4.052, -1.743], [2.753, -4.817, -0.596], [2.468, -3.991, 0.515], [1.406, -3.146, 0.485], [0.459, -3.065, -0.532], [-0.587, -2.164, -0.440], [-0.717, -1.330, 0.664], [0.219, -1.434, 1.693], [1.268, -2.318, 1.604], [2.000, -2.400, 2.391], [0.101, -0.802, 2.560], [-1.816, -0.340, 0.821], [-2.237, -0.002, 1.912], [-2.330, 0.142, -0.342], [-1.809, -0.014, -1.190], [-3.219, 1.278, -0.348], [-4.073, 1.077, -1.004], [-2.496, 2.544, -0.833], [-1.187, 2.663, -0.221], [-0.322, 3.598, -0.917], [1.075, 3.528, -0.298], [1.743, 4.251, -0.770], [1.047, 3.845, 1.071], [0.180, 2.970, 1.758], [-1.237, 3.018, 1.190], [-1.850, 2.296, 1.728], [-1.657, 4.029, 1.331], [0.187, 3.288, 2.801], [0.557, 1.939, 1.685], [1.474, 2.511, -0.438], [-0.265, 3.320, -1.972], [-0.699, 4.635, -0.844], [-2.342, 2.469, -1.914], [-3.137, 3.422, -0.642], [-3.581, 1.395, 0.674], [-1.322, -2.142, -1.232], [0.515, -3.705, -1.400], [1.848, -5.335, -0.938], [3.449, -5.564, -0.205], [2.745, -3.281, -2.127], [4.321, -3.575, -1.392], [3.656, -4.739, -2.547]], "largest_force_ha_per_bohr": 0.0094, "e_above_lowest_ev": 2.004, "gap_ha": 0.3430}

---

[2]
{"formula": "C15H22N2O3", "method": "ωB97M-V with the def2-TZVPD basis set", "symbols": ["O", "N", "O", "C", "C", "C", "C", "C", "C", "O", "C", "C", "H", "H", "C", "H", "H", "C", "N", "C", "C", "C", "C", "C", "H", "H", "H", "H", "H", "H", "H", "H", "H", "H", "H", "H", "H", "H", "H", "H", "H", "H"], "xyz": [[2.620, 2.168, -0.360], [3.601, 1.457, -0.374], [4.730, 1.848, -0.594], [3.430, 0.044, -0.168], [4.344, -0.810, -0.774], [4.195, -2.177, -0.670], [3.125, -2.685, 0.051], [2.224, -1.847, 0.678], [2.357, -0.457, 0.597], [1.595, 0.436, 1.239], [0.393, 0.044, 1.877], [-0.719, -0.232, 0.867], [-1.612, -0.568, 1.394], [-0.409, -1.029, 0.187], [-1.050, 1.019, 0.056], [-1.403, 1.800, 0.730], [-0.147, 1.393, -0.429], [-2.101, 0.721, -1.012], [-3.305, 0.140, -0.442], [-4.149, 1.131, 0.202], [-5.280, 0.448, 0.965], [-6.119, -0.393, 0.010], [-5.204, -1.370, -0.718], [-4.077, -0.612, -1.414], [-3.409, -1.324, -1.908], [-4.505, 0.049, -2.191], [-5.765, -1.946, -1.456], [-4.767, -2.063, 0.002], [-6.895, -0.932, 0.556], [-6.609, 0.260, -0.717], [-5.896, 1.202, 1.457], [-4.848, -0.198, 1.731], [-3.540, 1.711, 0.898], [-4.577, 1.831, -0.540], [-2.321, 1.643, -1.579], [-1.682, -0.006, -1.714], [0.131, 0.907, 2.494], [0.562, -0.817, 2.535], [1.412, -2.279, 1.239], [2.990, -3.753, 0.132], [4.897, -2.839, -1.150], [5.155, -0.372, -1.335]], "largest_force_ha_per_bohr": 0.0223, "e_above_lowest_ev": 4.892, "gap_ha": 0.3138}

---

[3]
{"formula": "C15H22N2O3S2", "method": "ωB97M-V with the def2-TZVPD basis set", "symbols": ["C", "H", "H", "H", "S", "C", "C", "C", "C", "C", "C", "C", "O", "C", "H", "C", "N", "S", "O", "O", "N", "C", "H", "H", "H", "C", "H", "H", "H", "C", "C", "C", "H", "H", "H", "H", "H", "H", "H", "H", "H", "H", "H", "H"], "xyz": [[4.097, 0.246, -4.409], [4.458, 1.201, -4.778], [4.861, -0.211, -3.787], [3.836, -0.389, -5.249], [2.613, 0.672, -3.421], [2.058, -0.886, -2.865], [2.722, -2.075, -3.171], [2.257, -3.285, -2.706], [1.111, -3.348, -1.921], [0.436, -2.188, -1.612], [0.888, -0.947, -2.071], [0.214, 0.313, -1.770], [0.674, 1.368, -2.176], [-1.046, 0.299, -0.922], [-1.672, -0.556, -1.183], [-0.644, 0.183, 0.557], [-1.837, 0.153, 1.368], [-1.613, -0.416, 2.908], [-2.896, -0.449, 3.534], [-0.858, -1.625, 2.796], [-0.668, 0.781, 3.626], [-1.302, 1.557, 4.666], [-2.368, 1.584, 4.464], [-1.143, 1.118, 5.657], [-0.897, 2.571, 4.656], [0.709, 0.435, 3.889], [1.018, -0.306, 3.158], [0.838, 0.012, 4.891], [1.329, 1.328, 3.795], [-2.616, 1.368, 1.270], [-3.066, 1.566, -0.175], [-1.857, 1.584, -1.106], [-1.220, 2.441, -0.883], [-2.178, 1.671, -2.145], [-3.621, 2.501, -0.257], [-3.728, 0.745, -0.453], [-3.470, 1.248, 1.937], [-2.019, 2.232, 1.601], [-0.101, -0.741, 0.755], [-0.006, 1.039, 0.826], [-0.450, -2.247, -1.002], [0.754, -4.298, -1.556], [2.791, -4.189, -2.956], [3.613, -2.062, -3.776]], "largest_force_ha_per_bohr": 0.0237, "e_above_lowest_ev": 1.966, "gap_ha": 0.3069}

---

Number 1: E_LUMO 0.7012 eV. Number 2: E_LUMO -0.0987 eV. Number 3: E_LUMO 0.1383 eV.